Entry 1:
Here is a structure of composition C20H17ClNO3PtS from the Open Molecules 2025 dataset. Energies are from wB97M-V/def2-TZVPD.

Structure (XYZ):
```
44
Properties=species:S:1:pos:R:3:mulliken_charge:R:1
Pt 0.09 -0.07 0.00 1.753
Cl -5.78 -3.60 -0.31 -0.322
S -0.28 2.32 -0.49 -0.525
O 0.15 -0.58 2.11 -0.990
O -2.39 0.33 0.02 -0.656
O 2.29 -0.02 0.08 -0.869
N -2.74 1.26 -0.79 0.404
C 0.91 -0.60 4.29 -0.495
C -3.99 1.21 -1.32 -0.269
C -3.64 3.25 -2.50 -0.131
C -1.32 -2.58 -0.34 0.426
C -3.40 -3.07 -1.53 -0.701
C 3.19 -0.18 4.92 -0.682
C -2.37 3.28 -1.98 -0.727
C -1.87 2.29 -1.12 0.265
C 2.54 -0.13 2.51 0.123
C 2.98 0.01 1.18 1.351
C -4.47 2.18 -2.17 -0.674
C -4.06 -3.21 -0.32 0.529
C 1.17 -0.42 2.92 0.406
C 3.50 -0.01 3.58 -1.148
C 0.08 -2.18 -0.33 -1.799
C 4.47 0.23 0.92 -1.571
C -2.05 -2.76 -1.53 -0.270
C -2.04 -2.75 0.87 -0.028
C -3.38 -3.06 0.88 -0.756
C 1.88 -0.48 5.29 -0.447
H -1.51 -2.56 1.79 0.372
H -1.54 -2.62 -2.48 0.310
H 5.09 -0.56 1.37 0.354
H 1.61 -0.62 6.33 0.337
H 0.64 -2.57 0.52 0.400
H -1.68 4.08 -2.23 0.339
H 3.96 -0.07 5.67 0.316
H -0.12 -0.82 4.54 0.279
H -3.91 -3.16 1.82 0.374
H 4.52 0.24 3.33 0.158
H -3.95 -3.19 -2.46 0.358
H -5.48 2.08 -2.56 0.359
H -4.54 0.34 -1.00 0.435
H 0.59 -2.40 -1.27 0.425
H -3.98 4.03 -3.16 0.331
H 4.82 1.18 1.32 0.317
H 4.61 0.23 -0.16 0.340
```

Calculated values
Net charge: -2
LUMO energy (spin up / spin down), eV: 4.4 / 4.4
2S+1: 4
HOMO-LUMO gap (spin up / spin down), Ha: 0.107 / 0.190



Entry 2:
Here is a structure of composition C33H57BrCdN2O2Si in a non-equilibrium geometry from the Open Molecules 2025 dataset. Energies are from wB97M-V/def2-TZVPD.

Structure (XYZ):
```
97
Properties=species:S:1:pos:R:3:mulliken_charge:R:1
Cd -1.30 -1.29 1.07 1.341
Br -2.82 0.36 2.18 -0.746
Si -2.14 4.67 -1.20 0.335
O 1.92 3.62 -1.39 -0.251
O 0.85 -0.04 1.68 -0.020
N -0.67 -3.41 1.66 0.577
N -1.55 -2.26 -0.90 1.060
C 0.75 0.90 2.78 -0.286
C -2.76 -3.83 -2.34 -1.580
C 2.11 3.56 -2.83 -0.259
C -2.29 0.30 -3.50 -0.728
C -2.12 -3.46 -1.02 0.977
C -2.44 -0.49 -2.36 1.974
C 1.91 -4.55 0.94 -1.914
C 0.93 -2.29 -2.27 -0.914
C 2.56 -4.27 3.33 -0.754
C 3.25 0.36 1.25 -1.517
C 2.17 -0.65 1.57 0.268
C -2.17 -4.39 0.03 -2.366
C 1.59 -4.14 2.34 1.325
C 2.68 4.65 -0.72 -0.235
C -1.68 5.81 -2.64 -1.042
C -0.18 -1.40 -2.73 0.732
C 1.11 0.35 4.14 -1.137
C -1.09 0.27 -4.22 -0.953
C -1.33 -2.81 4.43 -1.546
C 0.32 -3.60 2.68 -0.642
C 1.03 -3.42 4.99 -0.338
C 0.03 -3.29 4.02 1.488
C -4.02 4.50 -1.32 -1.090
C -1.72 5.55 0.41 -0.973
C -1.37 -4.43 1.18 1.062
C -1.29 -5.76 1.89 -1.615
C -3.70 -0.42 -1.55 -1.510
C 3.04 2.45 -3.26 -1.219
C -0.04 -0.55 -3.82 -0.846
C 2.29 -3.90 4.65 -0.833
C -1.40 -1.38 -2.01 -0.845
C 4.18 4.59 -0.93 -1.273
C -1.25 2.97 -1.22 0.310
H 2.08 -1.40 0.76 -0.158
H 0.79 -3.14 6.02 0.426
H -1.67 -3.36 5.33 0.440
H 1.35 1.79 2.54 0.201
H -0.60 6.04 -2.64 0.281
H -2.08 -2.94 3.65 0.202
H 0.85 1.11 4.89 0.507
H -2.81 -5.25 -0.14 0.351
H 0.55 -0.55 4.38 0.064
H -0.99 0.91 -5.10 0.429
H -2.08 6.59 0.40 0.302
H -3.52 -0.29 -0.47 0.058
H 2.18 0.14 4.25 0.298
H -3.69 -3.26 -2.50 0.221
H -0.64 5.55 0.55 0.257
H -1.31 -1.74 4.70 0.222
H -2.09 -3.64 -3.18 0.305
H 1.72 -2.33 -3.03 0.454
H -0.35 -6.28 1.68 0.183
H 4.60 3.61 -0.69 0.246
H 0.90 -0.57 -4.37 0.404
H -2.19 5.03 1.25 0.304
H 1.28 -4.04 0.20 -0.013
H 4.46 4.86 -1.95 0.336
H 3.06 -4.00 5.41 0.393
H -4.35 4.29 -2.35 0.318
H 4.19 -0.17 1.04 0.455
H -3.01 -4.90 -2.33 0.490
H 2.96 -4.32 0.71 0.478
H -4.30 0.44 -1.88 0.433
H 1.11 3.38 -3.26 0.305
H 2.67 1.46 -2.96 0.143
H -2.22 6.77 -2.57 0.340
H -4.33 -1.32 -1.69 0.226
H -0.19 2.87 -0.85 -0.014
H 2.99 0.95 0.36 0.257
H -1.24 2.65 -2.27 -0.201
H 4.05 2.59 -2.84 0.333
H -0.32 1.18 2.77 0.292
H 3.43 1.04 2.09 0.338
H -2.11 -6.40 1.54 0.479
H 1.78 -5.64 0.80 0.407
H 2.49 4.53 -3.20 0.410
H -1.39 -5.65 2.98 0.283
H 1.39 -1.93 -1.34 -0.058
H 2.44 4.53 0.34 0.299
H -3.12 0.95 -3.79 0.404
H 4.65 5.32 -0.26 0.405
H 3.54 -4.66 3.05 0.426
H -1.84 2.23 -0.64 0.007
H 3.13 2.47 -4.35 0.408
H 2.30 5.63 -1.05 0.291
H -4.52 5.44 -1.02 0.295
H -4.41 3.71 -0.68 0.315
H 0.60 -3.33 -2.10 0.293
H -1.93 5.37 -3.62 0.320
H 2.39 -1.18 2.50 0.091
```

Calculated values
LUMO energy, eV: 0.6
HOMO-LUMO gap, Ha: 0.305



Entry 3:
Here is the ion C6H14NO with charge -1 in a non-equilibrium geometry from the Open Molecules 2025 dataset. Energies are from wB97M-V/def2-TZVPD.

Structure (XYZ):
```
22
Properties=species:S:1:pos:R:3:mulliken_charge:R:1
O 0.14 0.99 3.11 -0.874
N -0.53 -1.14 0.76 -0.278
C 0.84 0.74 1.99 -0.707
C 0.73 0.48 -0.58 -1.008
C -1.35 -1.46 1.93 -0.921
C 0.04 -0.04 -1.84 -0.270
C 0.18 0.80 -3.07 -1.320
C 0.01 0.21 0.76 0.416
H 1.15 1.20 -3.34 0.326
H 0.20 -1.84 0.69 0.284
H -0.99 -0.30 -1.62 0.382
H 0.96 1.54 -0.60 0.397
H -0.57 1.60 -2.97 0.306
H 0.48 -1.04 -2.00 0.211
H -1.19 -0.84 2.82 0.298
H -0.14 0.32 -4.01 0.376
H 1.32 1.66 1.57 0.204
H 1.69 0.02 2.14 0.201
H 1.68 -0.05 -0.40 0.231
H -2.41 -1.22 1.72 0.225
H -0.85 0.91 0.85 0.167
H -1.39 -2.54 2.09 0.353
```

Calculated values
Net charge: -1
LUMO energy, eV: 3.7
SMILES string: CCC[C@H](C[O-])NC
HOMO-LUMO gap, Ha: 0.215



Entry 4:
Here is a cluster of 2 separate species, C5H9NO in total in a non-equilibrium geometry from the Open Molecules 2025 dataset. Energies are from wB97M-V/def2-TZVPD.

Structure (XYZ):
```
16
Properties=species:S:1:pos:R:3:mulliken_charge:R:1
O -1.07 -0.74 -1.72 -0.465
N 3.70 1.52 0.37 -0.395
C 2.75 1.29 -0.25 0.201
C -2.23 -0.78 1.43 -0.901
C 0.41 0.37 -0.16 -0.284
C -0.14 -0.80 -0.95 -0.251
C 1.57 0.92 -1.03 -0.494
H -3.28 -1.00 1.62 0.323
H -1.90 0.07 2.03 0.241
H 0.76 0.02 0.82 0.371
H -0.37 1.12 0.00 0.296
H -1.61 -1.65 1.67 0.237
H 0.44 -1.73 -0.84 0.377
H 1.88 0.16 -1.75 0.295
H 1.21 1.76 -1.62 0.310
H -2.12 -0.53 0.38 0.138
```

Calculated values
LUMO energy, eV: 0.6
SMILES string: N#CCCC=O.C
HOMO-LUMO gap, Ha: 0.406



The records above give, respectively, electronic energy values of -2030.39102, -4582.94725, -366.96229, -325.87480 Ha.
The records above give, respectively, relative energy (zero: lowest compared OMol25 entry of this formula, charge and spin) values of 0.0, 10.1, 103.4, 164.8 kJ/mol.